C35H37CrN5P | the ωB97M-V functional and the def2-TZVPD basis

As for the spin multiplicity: 5. Its charge is +1. The energy above the lowest of the compared OMol25 structures with the same formula, charge and spin is 59.1 kcal/mol. For the total energy, the calculation gives -82048.1178 eV. The calculation puts the highest occupied orbital energy (spin up / spin down) at -10.35 / -10.70 eV.

Atoms and positions in Å:
Cr: 0.4033 0.8524 -0.3459
C: 0.2105 4.7919 -0.6404
C: -0.5726 3.5085 -0.7365
C: -1.4534 3.1474 0.2782
C: -1.7285 4.0726 1.4320
C: -2.0871 1.8946 0.2322
C: -2.8325 1.4018 1.4474
C: -2.0526 1.1347 -0.9465
C: -2.9923 -0.0285 -1.1516
C: -1.2153 1.5296 -2.0126
C: -1.2192 0.7006 -3.2750
C: -0.4100 2.6784 -1.8735
C: 0.5302 3.1303 -2.9669
H: 0.3805 5.0806 0.3936
H: -0.3282 5.6093 -1.1278
H: 1.1784 4.7118 -1.1287
H: -1.0698 3.8668 2.2790
H: -2.7542 3.9602 1.7784
H: -1.5942 5.1128 1.1460
H: -2.4010 1.8159 2.3563
H: -2.7737 0.3176 1.5289
H: -3.8889 1.6801 1.4183
H: -2.4801 -0.9472 -1.4302
H: -3.6791 0.2119 -1.9666
H: -3.5920 -0.2338 -0.2710
H: -0.3012 0.8042 -3.8429
H: -2.0584 0.9993 -3.9096
H: -1.3389 -0.3582 -3.0492
H: 1.5581 3.1888 -2.6086
H: 0.2470 4.1250 -3.3152
H: 0.5275 2.4691 -3.8244
C: 4.5250 -3.2695 1.1479
C: 4.4086 -1.8857 1.1430
C: 3.1707 -1.2973 0.9391
C: 2.0450 -2.1009 0.7460
C: 2.1646 -3.4893 0.7558
C: 3.4090 -4.0698 0.9553
P: 0.4334 -1.2998 0.5572
C: -0.6002 -2.4815 -0.3382
C: -0.2331 -2.8659 -1.6411
C: -1.0944 -3.6537 -2.3985
C: -2.3210 -4.0438 -1.8822
C: -2.6814 -3.6952 -0.5920
C: -1.8194 -2.9242 0.1721
C: -0.1297 -0.9843 2.2399
C: -0.5497 -1.9064 3.1595
C: -0.7231 -1.5168 4.5060
C: -0.3866 -0.2521 4.9018
C: 0.1170 0.7008 3.9804
C: 0.5948 1.9727 4.3902
C: 1.1508 2.8210 3.4789
C: 1.1814 2.4770 2.1015
C: 0.6829 1.2869 1.6334
C: 0.2002 0.3533 2.6162
H: 5.4936 -3.7270 1.3004
H: 5.2829 -1.2673 1.2946
H: 3.0689 -0.2186 0.9305
H: 1.2937 -4.1146 0.5998
H: 3.5045 -5.1472 0.9580
H: 1.7362 -2.2239 -1.5209
H: -0.7589 -3.9715 -3.3742
H: -2.9838 -4.6543 -2.4814
H: -3.6258 -4.0223 -0.1792
H: -2.1135 -2.6264 1.1698
H: -0.7214 -2.9370 2.8742
H: -1.0795 -2.2364 5.2304
H: -0.4735 0.0307 5.9441
H: 0.5435 2.2431 5.4378
H: 1.5521 3.7740 3.8005
H: 1.5962 3.2025 1.4072
N: 0.7072 -2.3623 -4.5074
N: 1.1228 -1.7323 -3.3210
N: 2.1844 -0.9532 -3.4537
C: 2.4375 -0.0910 -2.3880
N: 1.5773 0.3101 -1.5542
N: 1.0525 -2.5641 -2.1819
H: 1.4704 -2.2365 -5.1673
H: -0.0939 -1.8458 -4.8586
H: 3.4698 0.2671 -2.3985